Record 1
{"formula": "C5H12O4", "method": "ωB97M-V/def2-TZVPD", "lumo_energy_ev": 0.75, "homo_lumo_gap_ev": 10.0, "e_homo_ev": -9.3, "symbols": ["C", "C", "C", "C", "C", "O", "O", "O", "O", "H", "H", "H", "H", "H", "H", "H", "H", "H", "H", "H", "H"], "xyz": [[-0.014, 1.226, -0.610], [1.128, 2.164, -1.025], [-1.331, -1.500, 0.544], [-1.280, -1.016, 1.807], [-0.505, -2.637, 0.055], [0.052, 0.047, -1.020], [0.330, 1.173, 1.257], [2.343, 1.483, -0.881], [0.879, 2.578, -2.344], [1.269, 0.944, 1.293], [2.185, 0.575, -1.192], [0.817, 1.789, -2.900], [-0.986, 1.725, -0.494], [1.171, 3.065, -0.414], [-2.121, -1.174, -0.119], [0.303, -2.871, 0.746], [-0.672, -1.517, 2.550], [-0.246, 0.297, 1.522], [-2.100, -0.428, 2.199], [-1.138, -3.520, -0.053], [-0.085, -2.403, -0.922]], "forces_ev_per_a": [[-0.1, -0.9, -1.7], [0.0, -0.2, 0.3], [-0.4, -0.3, 1.2], [-0.9, -1.3, -0.5], [0.2, 0.2, -0.1], [0.2, 1.0, 0.1], [-1.1, -1.2, 1.2], [0.0, 0.0, 0.0], [0.0, 0.0, 0.0], [0.0, -0.2, 0.0], [-0.1, 0.1, 0.1], [-0.1, 0.1, 0.1], [0.0, 0.0, 0.3], [0.0, 0.0, -0.1], [0.1, 0.3, -0.1], [0.0, 0.0, 0.0], [0.3, 0.1, 0.0], [1.6, 2.0, -0.8], [0.1, 0.4, -0.1], [0.0, 0.0, 0.0], [0.0, 0.0, 0.0]]}

***

Record 2
{"formula": "C5H12OS", "method": "ωB97M-V/def2-TZVPD", "lumo_energy_ev": [0.82, 0.82], "homo_lumo_gap_ev": [7.8, 7.8], "e_homo_ev": [-6.9, -6.9], "symbols": ["C", "C", "C", "C", "C", "O", "S", "H", "H", "H", "H", "H", "H", "H", "H", "H", "H", "H", "H"], "xyz": [[-0.918, 0.238, 1.338], [0.557, -1.759, 0.680], [-1.496, -0.088, -1.860], [1.559, 0.991, -0.500], [-0.170, -0.546, 0.237], [-0.730, -0.845, -0.998], [1.213, 2.393, 0.376], [-0.831, -0.277, 2.272], [-0.353, 1.197, 1.620], [-1.916, 0.449, 1.127], [1.575, -1.688, 0.178], [0.682, -1.816, 1.787], [0.089, -2.763, 0.452], [-1.682, -0.599, -2.759], [-1.113, 0.913, -2.091], [-2.458, 0.118, -1.588], [2.468, 0.379, -0.295], [1.453, 1.369, -1.471], [2.072, 2.334, 1.494]], "forces_ev_per_a": [[3.0, 0.2, -0.6], [1.9, -1.2, 0.4], [1.5, 1.8, 0.0], [-0.7, -2.9, 1.9], [-0.3, 2.3, -1.0], [0.2, -1.3, 0.8], [1.2, 1.9, 2.5], [-0.2, -0.8, 0.4], [-0.7, -0.7, -0.9], [-1.6, 0.5, -0.5], [-1.1, -0.7, 0.8], [0.2, 0.5, -0.8], [0.2, 1.3, -0.3], [0.6, -1.1, -1.3], [0.7, -0.1, 0.0], [-2.8, 0.4, 1.8], [-0.8, 0.7, -0.2], [-0.2, -0.6, -1.8], [-0.9, -0.1, -1.2]]}

***

Record 3
{"formula": "C5H12OS", "method": "ωB97M-V/def2-TZVPD", "lumo_energy_ev": 0.64, "homo_lumo_gap_ev": 9.2, "e_homo_ev": -8.5, "smiles": "C1CCSCC1.O", "symbols": ["S", "C", "C", "C", "C", "C", "H", "H", "H", "H", "H", "H", "H", "H", "H", "H", "O", "H", "H"], "xyz": [[-1.777, 0.080, 1.498], [-0.298, 0.901, 0.761], [-1.171, -1.568, 0.946], [-0.350, 0.780, -0.793], [-1.191, -1.723, -0.609], [-0.217, -0.715, -1.195], [-0.276, 1.971, 1.046], [0.664, 0.450, 1.071], [-1.888, -2.294, 1.375], [-0.172, -1.792, 1.368], [-1.335, 1.146, -1.141], [0.426, 1.438, -1.230], [-0.838, -2.706, -0.976], [-2.194, -1.544, -1.041], [0.804, -1.062, -0.947], [-0.360, -0.839, -2.286], [3.233, 2.836, 0.851], [3.742, 2.168, 1.363], [3.196, 2.473, -0.063]], "forces_ev_per_a": [[1.7, -0.4, -0.5], [-0.1, 0.8, -0.9], [-1.4, -1.1, -0.4], [-0.8, -0.5, 0.7], [0.2, 0.8, 0.8], [0.6, 0.4, -1.2], [-0.1, -0.6, 0.0], [-0.6, 0.1, 0.4], [0.4, 0.3, 0.0], [-0.5, 0.3, -0.2], [0.5, 0.0, 0.1], [-0.2, -0.6, 0.0], [-0.3, 0.2, 0.6], [0.3, -0.1, 0.5], [-0.3, 0.2, -0.2], [0.5, 0.4, 0.3], [0.4, -1.1, -0.4], [-0.5, 0.7, -0.6], [0.1, 0.4, 1.0]]}

***

Record 4
{"formula": "C5H12OS2", "method": "ωB97M-V/def2-TZVPD", "lumo_energy_ev": 0.54, "homo_lumo_gap_ev": 9.3, "e_homo_ev": -8.7, "smiles": "C=C(C)O.CSSC", "symbols": ["C", "C", "O", "C", "H", "H", "H", "H", "H", "H", "C", "S", "S", "C", "H", "H", "H", "H", "H", "H"], "xyz": [[-1.886, 1.605, 1.755], [-0.579, 1.434, 1.428], [-0.002, 0.233, 1.833], [0.257, 2.469, 0.756], [-2.492, 2.426, 1.395], [-2.396, 0.708, 2.083], [0.645, -0.026, 1.124], [-0.399, 3.342, 0.705], [1.130, 2.729, 1.378], [0.592, 2.213, -0.233], [-1.194, -1.255, -0.682], [-0.033, -0.243, -1.580], [1.826, -0.866, -0.790], [2.164, -2.371, -1.791], [-0.921, -2.324, -0.673], [-1.270, -0.878, 0.345], [-2.169, -1.141, -1.182], [1.979, -2.232, -2.858], [3.211, -2.621, -1.628], [1.540, -3.202, -1.386]], "forces_ev_per_a": [[1.2, -0.9, -1.2], [-1.6, -0.3, 0.8], [0.8, 0.5, -1.3], [-0.1, 0.6, 1.0], [0.3, 0.2, 0.3], [-0.1, 0.2, 0.4], [-0.6, 0.2, 1.1], [0.3, 0.1, -0.2], [-0.2, -0.1, -0.2], [0.1, -0.3, -0.4], [-0.6, -0.5, 0.6], [1.2, -0.3, -0.1], [-0.8, 0.0, -1.1], [-0.6, -0.5, 0.8], [-0.1, 0.5, -0.1], [-0.1, -0.3, -0.3], [0.3, 0.0, 0.1], [0.0, 0.2, 0.3], [0.0, 0.0, 0.0], [0.5, 0.6, -0.5]]}

***

Record 5
{"formula": "C5H12OS2", "method": "ωB97M-V/def2-TZVPD", "lumo_energy_ev": 0.38, "homo_lumo_gap_ev": 8.7, "e_homo_ev": -8.3, "symbols": ["C", "C", "C", "C", "C", "O", "S", "S", "H", "H", "H", "H", "H", "H", "H", "H", "H", "H", "H", "H"], "xyz": [[-0.779, 0.169, 1.119], [2.819, -1.195, 0.339], [0.392, -0.781, 0.905], [1.634, -0.175, 0.100], [-2.490, 0.814, -1.385], [-2.215, 1.752, -2.098], [1.342, -0.116, -1.703], [-3.824, 0.818, -0.341], [-0.375, 1.068, 1.573], [-1.463, -0.165, 1.859], [-1.329, 0.468, 0.236], [2.732, -2.185, -0.052], [3.610, -0.799, -0.361], [3.161, -1.267, 1.338], [0.122, -1.689, 0.353], [1.914, 0.862, 0.318], [0.722, -1.200, 1.882], [-2.557, 2.729, -2.175], [0.800, -1.305, -1.638], [-4.218, 2.198, -0.270]], "forces_ev_per_a": [[1.1, 0.5, 0.1], [0.8, 2.6, -2.3], [0.7, 0.4, -0.5], [-0.2, -2.4, 0.8], [-1.9, -3.7, 2.1], [2.3, 5.4, -4.0], [-0.1, 0.7, 0.3], [-0.9, 1.5, 0.6], [0.2, 0.5, 0.0], [-0.8, -0.8, 0.5], [0.5, -0.4, 0.0], [-1.1, -0.7, -0.2], [-0.1, -0.3, 1.2], [0.3, 0.2, 1.1], [-0.2, 0.2, -0.1], [-0.1, -0.4, 0.6], [0.1, 0.6, -0.5], [-0.4, -2.0, 1.0], [-0.4, -0.8, -0.5], [0.2, -1.2, -0.2]]}

***

Record 6
{"formula": "C5H12OSi", "method": "ωB97M-V/def2-TZVPD", "lumo_energy_ev": [0.11, 0.43], "homo_lumo_gap_ev": [7.8, 7.4], "e_homo_ev": [-7.7, -7.0], "symbols": ["C", "C", "C", "C", "C", "O", "Si", "H", "H", "H", "H", "H", "H", "H", "H", "H", "H", "H", "H"], "xyz": [[0.158, -0.976, 2.884], [0.510, -0.125, 2.007], [0.973, 1.254, 1.932], [1.481, -0.929, -2.237], [-2.239, 0.895, -1.465], [0.210, -0.313, -2.160], [-0.840, -0.264, -0.953], [-0.529, -1.764, 2.653], [0.558, -1.092, 3.941], [1.413, 1.541, 2.954], [0.179, 1.838, 1.464], [1.801, 1.497, 1.354], [1.170, -1.953, -2.479], [2.049, -0.870, -1.400], [1.924, -0.443, -3.026], [-3.002, 0.897, -0.689], [-1.914, 1.916, -1.529], [-2.410, 0.538, -2.505], [-1.492, -1.646, -0.746]], "forces_ev_per_a": [[0.1, -2.1, 2.6], [-0.5, 1.7, -2.8], [0.4, 0.2, 2.1], [-3.7, -1.7, -1.6], [1.2, -0.4, -0.1], [0.3, 1.2, -0.3], [-1.2, -0.7, 2.2], [-0.2, -0.6, -0.3], [-0.4, 0.7, -1.0], [-1.4, 0.2, -0.9], [-0.1, 0.4, 1.0], [1.6, -0.4, -1.7], [1.2, -0.2, 0.0], [1.5, 0.2, 2.8], [1.5, 0.7, -1.9], [-0.5, -0.5, -0.6], [0.4, 0.6, -0.2], [-0.8, 0.2, 0.8], [0.4, 0.6, -0.1]]}

***

Record 7
{"formula": "C5H12OSi", "method": "ωB97M-V/def2-TZVPD", "lumo_energy_ev": [0.13, -0.29], "homo_lumo_gap_ev": [8.0, 6.2], "e_homo_ev": [-7.9, -6.4], "symbols": ["C", "C", "C", "C", "C", "O", "Si", "H", "H", "H", "H", "H", "H", "H", "H", "H", "H", "H", "H"], "xyz": [[-1.042, 1.223, 2.514], [0.126, 0.947, 1.811], [0.787, -0.245, 2.479], [0.278, -1.900, -3.273], [0.916, 1.602, 0.790], [-0.469, -0.739, -3.194], [-1.168, 0.199, -2.075], [-1.626, 2.025, 2.184], [-1.298, 0.734, 3.449], [1.007, -1.146, 1.736], [1.770, -0.018, 3.105], [0.163, -0.728, 3.109], [-0.163, -2.677, -2.553], [1.276, -1.441, -3.036], [0.303, -2.349, -4.376], [0.397, 2.336, 0.230], [1.969, 1.427, 0.931], [-1.754, -0.560, -0.843], [-1.470, 1.307, -2.989]], "forces_ev_per_a": [[1.5, 0.2, -1.6], [0.6, -1.0, 1.8], [4.5, -0.8, -2.2], [0.7, -0.8, -0.6], [-2.3, -1.2, 2.1], [-1.5, 0.1, -1.1], [1.4, -0.2, 1.3], [-1.1, 1.2, -0.2], [0.0, -0.1, -0.4], [0.1, 2.1, 1.1], [-1.8, -0.3, -1.6], [-2.2, -1.2, 2.4], [1.2, 0.8, -0.9], [-0.2, -1.9, 0.0], [-0.2, 1.1, 2.3], [0.4, 0.9, -0.7], [0.2, 0.2, -0.8], [-0.3, 0.7, -1.3], [-1.1, 0.2, 0.4]]}

***

Record 8
{"formula": "C5H12S", "method": "ωB97M-V/def2-TZVPD", "lumo_energy_ev": 0.23, "homo_lumo_gap_ev": 7.6, "e_homo_ev": -7.3, "smiles": "C=CC.CSC", "symbols": ["C", "S", "C", "H", "H", "H", "H", "H", "H", "C", "C", "C", "H", "H", "H", "H", "H", "H"], "xyz": [[0.685, -2.156, 2.174], [1.603, -0.897, 1.245], [2.845, -0.144, 2.363], [1.059, -2.226, 3.192], [0.872, -3.147, 1.751], [-0.369, -1.980, 2.019], [2.890, -0.631, 3.337], [3.797, -0.244, 1.854], [2.528, 0.884, 2.516], [-1.246, 0.204, -2.555], [-1.967, 1.256, -1.764], [-2.247, 2.555, -2.163], [-1.911, -0.657, -2.609], [-0.815, 0.576, -3.476], [-0.342, -0.305, -2.148], [-2.602, 0.842, -0.978], [-3.207, 2.664, -2.662], [-1.577, 3.404, -2.097]], "forces_ev_per_a": [[0.8, -0.6, -0.5], [0.1, 0.1, -0.2], [-0.8, -0.4, -0.1], [-0.5, 0.3, 0.2], [0.2, 0.1, -0.1], [-0.3, 0.3, 0.6], [0.0, -0.2, -0.1], [0.1, 0.3, 0.2], [0.4, 0.1, 0.0], [2.9, -0.3, 1.5], [-0.5, 0.3, -0.4], [0.3, -0.8, 0.3], [-0.3, 0.3, -0.7], [-0.8, 0.0, -0.5], [-0.3, 0.4, 0.6], [-1.2, -0.5, -1.1], [-1.0, 0.9, 1.9], [0.8, -0.4, -1.7]]}

***

What are the electronic energy values for these records? In order: -13567.4175, -18257.9375, -18262.2085, -29096.8064, -29093.8202, -15300.2458, -15299.1725, -16210.4975 eV.